#P
{
  "formula": "C2H3BrF2",
  "method": "ωB97M-V with the def2-TZVPD basis set",
  "charge": 0,
  "elements": ["C", "C", "F", "F", "Br", "H", "H", "H"],
  "xyz": [[-0.843, -0.822, -0.384], [0.894, 0.715, 0.336], [1.806, -0.145, 0.800], [1.369, 1.395, -0.691], [-2.422, 0.022, 0.125], [-0.627, -0.730, -1.439], [-0.601, -1.732, 0.128], [0.424, 1.296, 1.124]]
}


#Q
{
  "formula": "C2H3BrF2",
  "method": "ωB97M-V with the def2-TZVPD basis set",
  "charge": 0,
  "elements": ["C", "C", "F", "F", "Br", "H", "H", "H"],
  "xyz": [[0.642, 0.588, 0.097], [-0.024, -0.637, -0.136], [0.109, -1.316, -1.186], [-2.356, 0.185, -0.415], [-0.649, -1.667, 1.312], [0.089, 1.037, 0.966], [1.682, 0.572, 0.096], [0.506, 1.238, -0.734]]
}


The structure with the greatest stability is #P.


#P
{
  "formula": "C19H21N3O2",
  "method": "ωB97M-V with the def2-TZVPD basis set",
  "charge": 0,
  "smiles": "O=C(NCC(=O)N1CCN(c2ccccc2)CC1)c1ccccc1",
  "elements": ["O", "C", "N", "C", "C", "O", "N", "C", "C", "N", "C", "C", "C", "C", "C", "C", "C", "C", "C", "C", "C", "C", "C", "C", "H", "H", "H", "H", "H", "H", "H", "H", "H", "H", "H", "H", "H", "H", "H", "H", "H", "H", "H", "H", "H"],
  "xyz": [[0.472, 1.401, 1.399], [1.657, 1.369, 1.683], [2.205, 0.344, 2.395], [1.401, -0.838, 2.623], [1.458, -1.703, 1.356], [2.523, -1.821, 0.774], [0.332, -2.307, 0.925], [-1.010, -2.116, 1.425], [-1.749, -1.098, 0.544], [-1.776, -1.622, -0.805], [-2.794, -1.252, -1.679], [-3.660, -0.189, -1.414], [-4.704, 0.102, -2.274], [-4.908, -0.647, -3.418], [-4.052, -1.701, -3.694], [-3.014, -2.005, -2.838], [-0.440, -1.839, -1.321], [0.307, -2.833, -0.427], [2.598, 2.465, 1.327], [2.316, 3.231, 0.200], [3.156, 4.264, -0.172], [4.278, 4.549, 0.589], [4.554, 3.804, 1.724], [3.721, 2.763, 2.093], [3.197, 0.184, 2.303], [1.812, -1.395, 3.468], [0.397, -0.488, 2.851], [-1.010, -1.801, 2.466], [-1.523, -3.081, 1.360], [-2.770, -0.992, 0.910], [-1.232, -0.128, 0.609], [-3.511, 0.431, -0.545], [-5.357, 0.932, -2.048], [-5.722, -0.414, -4.088], [-4.201, -2.300, -4.581], [-2.376, -2.848, -3.058], [-0.488, -2.216, -2.341], [0.125, -0.892, -1.326], [1.335, -2.957, -0.767], [-0.203, -3.800, -0.422], [1.431, 3.000, -0.374], [2.936, 4.849, -1.052], [4.935, 5.358, 0.302], [5.421, 4.036, 2.324], [3.932, 2.202, 2.992]]
}


#Q
{
  "formula": "C19H21N3O2",
  "method": "ωB97M-V with the def2-TZVPD basis set",
  "charge": 0,
  "elements": ["C", "C", "O", "C", "C", "C", "C", "C", "C", "N", "C", "O", "N", "H", "C", "H", "H", "C", "C", "C", "N", "C", "C", "C", "C", "C", "C", "H", "H", "H", "H", "H", "H", "H", "H", "H", "H", "H", "H", "H", "H", "H", "H", "H", "H"],
  "xyz": [[4.478, -1.955, -0.244], [3.399, -1.680, 0.591], [2.262, -1.132, -0.130], [2.086, 0.053, -0.548], [3.009, 0.883, -0.444], [2.727, 2.269, -0.695], [1.544, 2.553, -1.272], [0.648, 1.734, -1.800], [0.798, 0.444, -1.315], [-0.049, -0.644, -1.387], [-1.461, -0.268, -1.741], [-1.963, 0.593, -2.438], [-2.125, -1.777, -1.605], [-1.715, -2.178, -0.822], [-3.591, -1.466, -1.487], [-4.134, -2.418, -1.527], [-3.838, -0.819, -1.996], [-4.015, -1.115, 0.162], [-3.043, 0.205, 0.463], [-3.374, 1.460, 0.337], [-2.345, 2.162, 0.581], [-1.501, 1.444, 1.416], [-0.159, 1.751, 1.896], [0.501, 0.638, 2.545], [0.071, -0.549, 2.092], [-1.057, -0.990, 1.747], [-1.880, -0.158, 1.201], [-1.472, -1.868, 1.709], [0.585, -1.550, 2.880], [1.559, 0.739, 2.900], [0.239, 2.757, 1.813], [-2.212, 3.126, 0.383], [-4.134, 1.909, -0.279], [-3.837, -2.039, 0.726], [-5.071, -0.874, 0.102], [0.232, -1.248, -0.874], [-0.208, 1.958, -2.383], [1.479, 3.706, -1.532], [3.518, 3.149, -0.539], [3.773, 0.962, 0.344], [3.603, -1.033, 1.538], [2.783, -2.526, 1.315], [4.046, -2.739, -1.043], [4.691, -1.194, -0.820], [5.156, -2.278, 0.180]]
}


The structure with the greatest stability is #P.